# 1
Computed, not measured: a structure of composition B2H8In, with ωB97M-V with the def2-TZVPD basis set.

Computed properties:
**Relative energy (zero: lowest compared OMol25 entry of this formula, charge and spin)**: 179.7 kJ/mol
**Total charge**: +1

Element x y z (Å)
In  -8.4088  21.0877  19.8423
B  -7.7403  23.2671  20.7310
H  -6.7428  22.9424  20.4786
H  -8.2796  22.4099  21.1035
H  -7.6135  24.0411  21.4719
H  -8.2005  23.7169  19.8649
B  -9.2496  22.7757  18.4355
H  -8.4171  22.9674  17.7764
H  -9.9472  23.5179  18.0796
H  -9.5298  21.7393  18.3272
H  -9.1084  22.9034  19.4976


# 2
Computed, not measured: a cluster of 11 separate species, C43H100F30N7O3P6 in total, with ωB97M-V with the def2-TZVPD basis set.

Computed properties:
**Multiplicity**: 2
**<S²>**: 0.762
**Total charge**: +2

Element x y z (Å)
C  0.9808  9.1131  -5.1876
N  0.5044  7.8439  -5.9205
C  0.1394  8.1638  -7.4000
C  1.5388  6.7202  -6.0503
C  -0.8196  7.2833  -5.2841
C  -0.8191  7.0952  -3.7166
O  0.1590  6.2326  -3.2052
H  0.2060  9.8456  -4.9613
H  1.7620  9.5468  -5.8118
H  1.2719  8.7881  -4.1887
H  -0.5473  9.0099  -7.3770
H  -0.0954  7.3573  -8.0946
H  1.1201  8.5235  -7.7113
H  1.5178  6.0925  -5.1594
H  2.4665  7.2893  -6.1102
H  1.3909  6.0055  -6.8599
H  -0.9848  6.3246  -5.7758
H  -1.5628  8.0386  -5.5395
H  -1.7749  6.6944  -3.3791
H  -0.8223  8.0618  -3.2128
H  0.9313  6.7887  -3.0786
C  7.1837  3.8611  -2.8784
N  6.3611  4.1733  -1.6608
C  6.7377  3.1091  -0.6004
C  6.6880  5.5667  -1.1549
C  4.8450  4.1263  -2.0678
C  3.8881  3.9105  -0.9024
O  3.8409  2.4391  -0.8076
H  6.8736  2.9679  -3.4208
H  8.2300  3.8394  -2.5736
H  7.1364  4.7453  -3.5141
H  6.6013  2.1141  -1.0239
H  6.1540  3.2405  0.3107
H  7.7571  3.2744  -0.2518
H  6.6016  6.1971  -2.0400
H  7.6994  5.5437  -0.7492
H  6.0553  5.7463  -0.2857
H  4.7825  3.3747  -2.8547
H  4.6325  5.0664  -2.5769
H  2.9132  4.3877  -1.0025
H  4.3237  4.2563  0.0349
H  3.3193  2.1254  -0.0652
C  -2.9267  0.4494  -6.8760
N  -3.3144  0.5038  -5.3528
C  -4.4719  -0.4947  -5.2671
C  -2.1910  -0.0315  -4.3675
C  -3.9733  1.8992  -5.0577
C  -4.3565  2.1803  -3.5724
O  -3.2660  2.4714  -2.7230
H  -3.7268  0.7864  -7.5350
H  -2.4868  -0.5150  -7.1301
H  -2.0943  1.1388  -7.0169
H  -4.0690  -1.4482  -5.6087
H  -5.2880  -0.2136  -5.9327
H  -4.7815  -0.6168  -4.2292
H  -2.6381  -0.2744  -3.4035
H  -1.5817  0.8699  -4.3016
H  -1.7134  -0.8772  -4.8621
H  -4.8233  2.0546  -5.7221
H  -3.1565  2.5285  -5.4112
H  -5.0331  1.4301  -3.1630
H  -4.8937  3.1181  -3.7139
H  -3.5569  2.8408  -1.8861
C  -0.4439  -3.8870  -0.8205
C  -0.9154  -4.9824  0.0494
N  -2.1276  -5.6899  -0.4466
C  -2.1599  -6.8982  -1.2340
C  -3.4772  -7.3123  -1.3246
N  -4.2174  -6.3043  -0.6597
C  -3.3850  -5.3087  -0.1591
C  -5.6661  -6.2413  -0.5589
H  -1.2344  -3.2424  -1.2051
H  0.0080  -4.2700  -1.7355
H  0.3240  -3.2570  -0.3716
H  -1.0684  -4.4454  0.9855
H  -0.0932  -5.6920  0.1421
H  -1.2269  -7.3118  -1.5873
H  -3.9825  -8.1545  -1.7737
H  -3.6429  -4.5162  0.5278
H  -5.9520  -7.2687  -0.3337
H  -5.9671  -5.9469  -1.5643
H  -5.9978  -5.5979  0.2560
C  0.4421  3.1830  -4.7993
C  1.3488  3.1806  -3.5457
N  0.7432  2.6167  -2.3415
C  -0.2983  3.1661  -1.6034
C  -0.5351  2.3566  -0.4704
N  0.3346  1.2761  -0.6141
C  1.0963  1.4454  -1.6906
C  0.3117  0.1578  0.3557
H  0.9698  3.5787  -5.6671
H  -0.5181  3.6780  -4.6540
H  0.2009  2.1922  -5.1845
H  1.5694  4.2161  -3.2867
H  2.3246  2.7463  -3.7630
H  -0.7808  4.0680  -1.9499
H  -1.1992  2.4735  0.3732
H  1.9256  0.8254  -1.9978
H  0.9137  -0.6559  -0.0486
H  -0.7435  -0.0436  0.5405
H  0.7161  0.4250  1.3320
C  2.5079  -7.0648  3.3885
C  1.1756  -6.3509  3.0193
C  0.1839  -6.5023  4.1530
C  0.7609  -6.1839  5.5436
P  -0.4144  -5.4130  6.8039
C  -1.2763  -4.0054  5.9605
C  -0.3109  -3.2588  5.0232
C  -1.0866  -2.0815  4.4097
C  -0.2379  -1.2781  3.4144
C  -1.7111  -6.5330  7.4805
C  -2.6859  -5.8301  8.4436
C  -3.9724  -5.2851  7.8303
C  -4.9196  -4.7556  8.9779
C  0.4337  -4.8292  8.3025
C  1.0996  -5.8403  9.1357
C  1.6533  -5.1577  10.4752
C  2.7285  -4.0780  10.2198
H  3.2466  -6.9145  2.6012
H  2.3432  -8.1396  3.3114
H  2.8617  -6.9453  4.4125
H  0.7769  -6.8320  2.1261
H  1.4231  -5.2934  2.9264
H  -0.0147  -7.5732  4.1964
H  -0.7665  -6.0517  3.8670
H  1.4868  -5.3917  5.3606
H  1.2217  -7.0592  6.0015
H  -1.6711  -3.3542  6.7404
H  -2.1060  -4.4453  5.4071
H  0.1736  -3.7911  4.2047
H  0.6634  -3.0126  5.4454
H  -1.4713  -1.4058  5.1736
H  -1.9243  -2.5300  3.8757
H  0.7411  -0.9866  3.7949
H  -0.6959  -0.3767  3.0072
H  0.0422  -1.8218  2.5122
H  -1.0702  -7.2990  7.9171
H  -2.2503  -6.9946  6.6532
H  -2.1584  -5.1177  9.0780
H  -3.0867  -6.5605  9.1464
H  -4.4612  -6.0748  7.2597
H  -3.8682  -4.4667  7.1179
H  -4.6576  -3.7251  9.2179
H  -4.8557  -5.4009  9.8540
H  -5.9748  -4.6819  8.7149
H  -0.2317  -4.3332  9.0091
H  1.1853  -4.1344  7.9278
H  1.7579  -6.4426  8.5097
H  0.4687  -6.7055  9.3397
H  2.0102  -5.9409  11.1440
H  0.8617  -4.7528  11.1057
H  3.3291  -3.7837  11.0806
H  2.2132  -3.1538  9.9582
H  3.4334  -4.3500  9.4342
P  4.6731  3.3195  -6.3481
F  3.7701  4.3108  -5.4169
F  6.0177  4.2052  -5.9957
F  4.8696  2.4139  -5.0516
F  5.6997  2.4486  -7.2773
F  3.3410  2.4564  -6.7886
F  4.3184  4.3969  -7.5653
P  -4.1244  5.0508  0.5293
F  -4.6598  6.1672  -0.5429
F  -2.5850  5.2269  -0.0330
F  -3.8450  6.2541  1.5475
F  -3.4564  4.0572  1.6258
F  -5.7155  4.8630  1.0326
F  -4.2897  3.8202  -0.4717
P  1.6508  -1.2658  -4.5094
F  2.6446  -1.9626  -5.5338
F  2.4006  -1.8944  -3.1868
F  2.6881  -0.0282  -4.3249
F  0.5464  -0.6630  -3.4505
F  0.9961  -0.5599  -5.7411
F  0.6318  -2.5308  -4.6466
P  2.3785  2.9687  3.0218
F  4.0000  2.6784  3.1906
F  2.4757  2.6034  1.4152
F  2.2011  1.4177  3.4579
F  0.7335  3.0453  3.0391
F  2.2830  3.5034  4.5831
F  2.5809  4.5018  2.4707
P  -3.9118  -1.0602  -0.0914
F  -3.2756  -2.1934  0.8533
F  -3.8161  0.1815  0.9787
F  -2.4992  -0.6977  -0.7750
F  -4.6555  -0.1669  -1.2044
F  -4.0155  -2.2890  -1.1451
F  -5.3944  -1.5312  0.4118


# 3
Computed, not measured: a structure of composition C25H30NO4PS, with ωB97M-V with the def2-TZVPD basis set.

Element x y z (Å)
C  1.0656  -0.9339  1.3378
P  1.8069  0.6884  0.7948
O  1.5716  0.8146  -0.8792
O  0.8508  1.9761  1.4636
S  1.4341  2.4360  2.9619
O  2.2500  1.3067  3.4945
O  2.5934  3.6225  2.6513
N  3.3897  3.4084  1.5211
H  1.7365  -1.3259  2.1083
H  1.0325  -1.6512  0.5106
H  0.0703  -0.7345  1.7565
H  2.3366  1.3070  -1.1609
H  3.7321  2.4556  1.4687
H  2.9175  3.6958  0.6759
C  -2.4422  0.1952  -0.3536
C  -3.0406  0.0195  0.8883
C  -4.2507  -0.6563  0.9876
C  -4.8572  -1.1647  -0.1545
C  -4.2564  -0.9918  -1.3957
C  -3.0511  -0.3082  -1.4963
H  -1.4996  0.7250  -0.4316
H  -2.5638  0.4103  1.7794
H  -4.7204  -0.7875  1.9545
H  -5.7976  -1.6955  -0.0771
H  -4.7287  -1.3896  -2.2853
H  -2.5858  -0.1689  -2.4638
C  -2.6995  4.5872  -2.0335
C  -3.1144  5.2138  -3.2020
C  -4.0998  4.6328  -3.9897
C  -4.6770  3.4290  -3.6039
C  -4.2645  2.8041  -2.4337
C  -3.2729  3.3809  -1.6506
H  -1.9290  5.0387  -1.4209
H  -2.6690  6.1550  -3.4991
H  -4.4189  5.1180  -4.9036
H  -5.4486  2.9784  -4.2156
H  -4.7151  1.8671  -2.1322
H  -2.9479  2.8915  -0.7418
C  5.7531  0.0623  1.4737
C  5.5692  -1.0541  0.6676
C  6.5045  -1.3674  -0.3104
C  7.6293  -0.5683  -0.4768
C  7.8148  0.5463  0.3311
C  6.8750  0.8643  1.3040
H  5.0208  0.3081  2.2346
H  4.6955  -1.6803  0.8016
H  6.3580  -2.2343  -0.9424
H  8.3607  -0.8149  -1.2361
H  8.6921  1.1678  0.2023
H  7.0170  1.7361  1.9304
C  -0.5880  -5.5544  0.5754
C  -1.5206  -5.9905  1.5078
C  -2.5155  -5.1284  1.9516
C  -2.5831  -3.8319  1.4561
C  -1.6526  -3.3967  0.5216
C  -0.6527  -4.2564  0.0839
H  0.1891  -6.2256  0.2316
H  -1.4718  -7.0028  1.8891
H  -3.2387  -5.4669  2.6829
H  -3.3610  -3.1605  1.7978
H  -1.7078  -2.3857  0.1342
H  0.0758  -3.9155  -0.6420


# 4
Computed, not measured: an isolated molecule of C11H24Si, with ωB97M-V with the def2-TZVPD basis set.

Computed properties:
**Relative energy (zero: lowest compared OMol25 entry of this formula, charge and spin)**: 326.0 kJ/mol

Element x y z (Å)
C  1.1997  -0.1830  -0.2930
C  -2.2327  -0.9132  -0.4018
C  2.8029  1.6471  -0.9910
C  1.2620  1.9433  1.0375
C  2.6886  -2.2122  -0.1352
C  1.6435  -1.4592  1.8803
C  -4.7053  -0.3660  -0.5056
C  -2.8442  1.4863  0.0184
C  1.3780  1.3517  -0.4614
C  2.1992  -0.9281  0.5770
C  -3.2811  0.1309  -0.6813
Si  -0.4110  -1.0349  -0.9990
H  2.9974  2.4863  -1.7008
H  3.2718  0.7843  -1.4646
H  3.3527  1.8902  -0.1000
H  1.3639  3.0159  0.8638
H  0.4254  1.6545  1.6640
H  2.1824  1.7176  1.5815
H  3.7336  -2.5075  0.1694
H  1.9140  -2.8718  -0.0392
H  2.7735  -2.1013  -1.1958
H  0.5792  -1.2972  2.0526
H  2.1495  -0.9040  2.6869
H  1.9126  -2.5570  1.9772
H  -5.1619  -0.5914  0.4413
H  -5.2558  0.2718  -1.0454
H  -4.8873  -1.3217  -1.1145
H  -2.7655  1.2901  1.0516
H  -3.6908  2.1949  -0.0521
H  -1.9988  1.9709  -0.4566
H  0.5672  1.7080  -0.9711
H  3.0631  -0.2227  0.8899
H  -3.2676  0.1188  -1.7150
H  -2.4114  -1.3931  0.5669
H  -0.0816  -2.5062  -0.9207
H  -0.4657  -0.2920  -2.2141


# 5
Computed, not measured: a cluster of 4 separate species, C13H27Cl6N4 in total, with ωB97M-V with the def2-TZVPD basis set.

Computed properties:
**Relative energy (zero: lowest compared OMol25 entry of this formula, charge and spin)**: 195.0 kJ/mol
**Total charge**: +1

Element x y z (Å)
C  1.4851  -0.8689  1.0042
C  0.9244  0.6432  1.0962
C  -0.5752  0.7313  0.4953
N  -1.6032  1.1310  1.5051
C  -2.6508  0.3893  1.8377
N  -2.8968  -0.9087  1.2788
C  -4.1099  -1.4008  1.8109
C  -4.6879  -2.7950  1.3614
C  -3.8050  -3.2608  0.0839
N  -4.5915  -0.4299  2.7301
N  -3.7275  0.6240  2.7323
H  0.9491  -1.4848  0.2194
H  1.4084  -1.3926  2.0073
H  2.5897  -0.8338  0.7171
H  1.5885  1.2942  0.4349
H  0.9961  1.0568  2.1524
H  -0.7856  -0.2607  -0.0033
H  -0.6180  1.5272  -0.3372
H  -1.4979  2.0514  1.9410
H  -4.6174  -3.6095  2.1450
H  -5.7632  -2.7518  0.9959
H  -4.0926  -4.3327  -0.1560
H  -2.6938  -3.2604  0.3109
H  -4.0755  -2.5319  -0.7459
H  -5.4433  -0.5161  3.2954
H  -3.8419  1.4758  3.2829
Cl  1.4237  2.5302  -2.0082
C  0.1418  3.3925  -2.8970
C  -0.0377  4.8118  -2.4046
Cl  -0.7171  4.8706  -0.7557
H  -0.7805  2.8165  -2.8060
H  0.4364  3.3987  -3.9509
H  -0.7358  5.3429  -3.0529
H  0.9066  5.3572  -2.4001
Cl  1.4572  3.2604  -5.9099
C  2.7797  2.1141  -5.5735
C  2.4487  0.7100  -6.0328
Cl  1.1513  -0.0266  -5.0581
H  2.9928  2.1466  -4.5044
H  3.6588  2.4801  -6.1064
H  3.3257  0.0700  -5.9272
H  2.1373  0.6929  -7.0777
Cl  4.1410  -3.4542  2.2277
C  4.5413  -3.3899  3.9623
C  3.4064  -2.8266  4.7926
Cl  3.1398  -1.0920  4.4799
H  5.4526  -2.8021  4.0778
H  4.7549  -4.4131  4.2754
H  3.6406  -2.9234  5.8536
H  2.4702  -3.3519  4.6006


# 6
Computed, not measured: a cluster of 7 separate species, C5H23O7S2 in total, with ωB97M-V with the def2-TZVPD basis set.

Computed properties:
**Total charge**: -1

Element x y z (Å)
C  -0.9038  -1.1451  -0.3354
C  -0.5294  -2.6108  -0.0061
O  0.8581  -2.8942  -0.0860
C  -2.1161  -1.0818  -1.2384
S  -2.5983  0.5668  -1.9134
S  -2.3871  1.9943  -0.5175
C  -0.9254  3.0262  -0.9104
C  0.3813  2.2890  -1.0060
H  -1.1025  -0.6139  0.6033
H  -0.0463  -0.6738  -0.8223
H  -0.9974  -3.2866  -0.7368
H  -0.8918  -2.8712  0.9947
H  -1.8662  -1.6555  -2.1274
H  -3.0237  -1.5120  -0.7975
H  -1.1158  3.6030  -1.8130
H  -0.9292  3.7510  -0.0924
H  0.6607  1.7246  -0.1107
H  0.4660  1.6281  -1.8665
H  1.2169  2.9899  -1.1327
H  1.4719  -0.2850  1.9314
H  0.2469  0.8559  1.9883
O  0.8232  0.3448  2.5674
H  4.1062  -0.7706  -1.1457
H  2.8954  -0.5042  -0.2300
O  3.3088  -0.2379  -1.1225
H  -0.2211  -0.9238  3.0632
H  -1.4025  -0.9231  4.1069
O  -0.9557  -1.4626  3.4506
H  1.9699  1.5060  3.1626
H  3.2415  1.9172  2.4081
O  2.7234  2.1445  3.1858
H  2.3304  -1.3078  -2.1573
H  1.3935  -2.4969  -1.7992
O  1.8868  -2.0909  -2.5428
H  2.8987  -1.4640  1.7222
H  1.4224  -2.1910  0.3805
O  2.2611  -1.0479  1.1294


# 7
Computed, not measured: a structure of composition C6H4NO6S, with ωB97M-V with the def2-TZVPD basis set.

Computed properties:
**Total charge**: +1

Element x y z (Å)
C  2.5040  -0.5342  -0.0999
C  2.0618  0.8175  0.0813
C  1.6311  -1.6234  -0.1711
C  0.7127  1.0005  0.2906
C  0.2309  -1.3389  0.0420
C  -0.2295  -0.0247  0.2108
N  -0.7466  -2.3274  0.0114
O  -0.6090  -3.5158  0.1080
O  -1.9803  -1.8327  -0.0443
O  -2.5294  3.1676  -0.9241
O  -2.1809  2.1649  0.9324
O  -2.5076  0.6295  -0.9470
O  -2.9729  2.8463  0.1749
S  -2.0807  0.0302  0.2462
H  3.5026  -0.6054  -0.1824
H  2.7393  1.7364  0.2108
H  2.2008  -2.5045  -0.3932
H  0.2537  1.9141  0.4536


# 8
Computed, not measured: a structure of composition C7H4NO5Re, with ωB97M-V with the def2-TZVPD basis set.

Computed properties:
**Multiplicity**: 4
**<S²>**: 3.775
**Total charge**: +3

Element x y z (Å)
O  -0.3884  1.2964  -3.1446
C  -0.2025  0.8179  -2.0845
Re  0.0060  -0.0831  -0.2688
O  0.1700  2.1078  2.0343
C  0.0733  1.3304  1.1826
C  -0.1679  -2.0348  -0.9617
O  -0.1788  -3.1655  -1.2004
C  1.9894  -0.4330  -0.3834
O  3.1197  -0.6471  -0.3955
C  -1.9996  -0.0947  -0.3195
O  -3.1504  -0.1620  -0.4129
H  0.4906  1.4807  -0.7984
C  0.0463  -2.9917  3.6209
C  0.0518  -2.1613  2.4333
N  0.0899  -1.3705  1.5879
H  0.9220  -3.6544  3.6618
H  -0.8539  -3.6182  3.6819
H  0.0662  -2.3471  4.5101


Per-record F_max, eV Å⁻¹: 6.7, 3.7, 2.4, 4.7, 4.7, 1.2, 4.3, 8.7
Per-record DFT total energy, Ha: -243.9037, -7351.7975, -2065.8156, -722.8025, -3491.4402, -1527.4574, -1134.7009, -776.9356